No. 1
A structure of composition C40H51B2CoN9S in a non-equilibrium geometry, computed with wB97M-V/def2-TZVPD.

CARTESIAN COORDINATES (ANGSTROEM)
Co (-2.39759, 0.07680, 0.14243)
C (1.41308, -2.02037, 3.04703)
C (0.28571, -1.10254, 2.72099)
C (-0.33657, -0.19020, 3.55853)
C (-1.36575, 0.38127, 2.82241)
N (-1.30923, -0.13449, 1.57839)
N (-0.31738, -1.04996, 1.52751)
B (-0.26122, -1.93587, 0.28812)
N (-1.66253, -2.60019, 0.19546)
N (-2.73642, -1.76847, 0.14297)
C (-3.84958, -2.52294, 0.02975)
C (-3.45512, -3.85992, 0.01077)
C (-2.07111, -3.86864, 0.11524)
C (-1.13430, -5.02757, 0.14661)
C (-5.22140, -1.98200, -0.03713)
C (-5.49358, -0.61481, -0.04971)
C (-6.79250, -0.13872, -0.10431)
C (-7.85183, -1.03422, -0.14833)
C (-7.59780, -2.39782, -0.13909)
C (-6.29525, -2.86777, -0.08352)
N (-0.16636, -1.04454, -0.94884)
N (-1.15940, -0.15539, -1.15695)
C (-1.04873, 0.34185, -2.40358)
C (0.08730, -0.22059, -2.97617)
C (0.60319, -1.10484, -2.04224)
C (1.75716, -2.03738, -2.17277)
C (-2.02947, 1.24796, -3.00618)
C (-1.60972, 2.28672, -3.83167)
C (-2.53962, 3.15187, -4.38306)
C (-3.89415, 2.97847, -4.12661)
C (-4.32277, 1.91192, -3.34951)
C (-3.39127, 1.04737, -2.80247)
C (-2.40159, 1.31801, 3.26463)
C (-3.73090, 1.10835, 2.91072)
C (-4.71445, 1.99860, 3.30486)
C (-4.37168, 3.10145, 4.07385)
C (-3.05539, 3.28670, 4.47787)
C (-2.07226, 2.39506, 4.08162)
H (1.16344, -2.60973, 3.92884)
H (2.30739, -1.44160, 3.28595)
H (1.63786, -2.70395, 2.23177)
H (-0.10819, -0.00387, 4.59386)
H (0.61589, -2.74073, 0.32912)
H (-4.09090, -4.72409, -0.06803)
H (-1.69890, -5.95409, 0.08093)
H (-0.55570, -5.03854, 1.07050)
H (-0.43276, -4.98881, -0.68687)
H (-4.69588, 0.11617, -0.01922)
H (-6.97472, 0.92833, -0.11371)
H (-8.86939, -0.66991, -0.19023)
H (-8.41834, -3.10169, -0.17522)
H (-6.11867, -3.93470, -0.07387)
H (0.45550, -0.04664, -3.97275)
H (2.37780, -1.73032, -3.01214)
H (1.40912, -3.05404, -2.36521)
H (2.36673, -2.04807, -1.26997)
H (-0.55321, 2.42910, -4.02162)
H (-2.20796, 3.96913, -5.00904)
H (-4.61759, 3.66339, -4.54738)
H (-5.37900, 1.74960, -3.17927)
H (-3.73324, 0.17346, -2.25223)
H (-4.01125, 0.20975, 2.36389)
H (-5.74522, 1.82950, 3.02203)
H (-5.13335, 3.81125, 4.36655)
H (-2.79369, 4.13442, 5.09642)
H (-1.04351, 2.54582, 4.38402)
C (5.86129, 3.05528, 0.17635)
C (6.72897, 2.31519, -0.84169)
C (6.01906, 1.87703, -2.12466)
C (4.99461, 0.75509, -1.98700)
N (3.80759, 1.16060, -1.23468)
C (3.19776, 0.64668, -0.15749)
S (1.73677, 1.30453, 0.36805)
N (3.72630, -0.43277, 0.48967)
C (5.13090, -0.70256, 0.81035)
C (5.58073, -2.07837, 0.33800)
C (6.98844, -2.43456, 0.81064)
C (8.06648, -1.51378, 0.24386)
H (6.48849, 3.55951, 0.91196)
H (5.18735, 2.39533, 0.72299)
H (5.25029, 3.81778, -0.31183)
H (7.19557, 1.44214, -0.37381)
H (7.54777, 2.97351, -1.13825)
H (6.77154, 1.52872, -2.83632)
H (5.52878, 2.74476, -2.57931)
H (5.44282, -0.12234, -1.53285)
H (4.66121, 0.46252, -2.98676)
H (3.34018, 1.98803, -1.57365)
H (3.06976, -0.79126, 1.16343)
H (5.24766, -0.64016, 1.89664)
H (5.74583, 0.08675, 0.38906)
H (5.53410, -2.12592, -0.75512)
H (4.87147, -2.81876, 0.72130)
H (7.20321, -3.46340, 0.51683)
H (7.02044, -2.40696, 1.90398)
H (8.02586, -1.49033, -0.84831)
H (9.05969, -1.85897, 0.52970)
H (7.96388, -0.49136, 0.61167)
B (-3.77585, 4.42945, 0.02269)
C (-3.29310, 2.96874, 0.03771)
N (-2.95557, 1.85574, 0.07587)
H (-4.94948, 4.41462, -0.29094)
H (-3.07691, 5.00698, -0.78359)
H (-3.58563, 4.86017, 1.14078)

## Properties
Charge ... +1
HOMO energy ... -10.24 eV
E ... -105530.3531 eV
Max |F| ... 1.659 eV Å⁻¹
Spin multiplicity ... 1
Energy above the lowest of the compared OMol25 structures with the same formula, charge and spin ... 40.0 kcal/mol
Kohn-Sham gap ... 5.4 eV

***

No. 2
A structure of composition C40H51CoF2N6O3S, computed with wB97M-V/def2-TZVPD.

CARTESIAN COORDINATES (ANGSTROEM)
Co (-1.66056, -0.80508, -0.59334)
F (4.86707, 1.68914, -0.89121)
C (3.67867, 2.24280, -1.22249)
C (2.56279, 1.44932, -1.22460)
C (1.32757, 1.99094, -1.57641)
C (0.13541, 1.15152, -1.60787)
O (0.11993, 0.08072, -0.97029)
C (-0.93819, 1.66511, -2.40830)
C (-0.97225, 2.99342, -2.66583)
N (0.01459, 3.86318, -2.29792)
C (-0.25870, 5.27810, -2.26346)
C (-1.43782, 5.73491, -1.45917)
C (-0.05162, 6.00008, -0.96198)
C (1.23766, 3.35172, -1.91348)
C (2.38674, 4.14140, -1.87439)
C (3.62167, 3.60114, -1.53920)
N (4.75604, 4.45954, -1.57303)
C (4.76538, 5.61217, -0.68127)
C (5.43644, 6.78273, -1.43824)
N (6.17361, 6.18882, -2.59414)
C (7.03534, 5.06228, -2.12690)
C (6.09488, 3.90301, -1.71429)
C (-2.08507, 0.80356, -2.95906)
O (-2.65992, 1.25716, -3.93562)
O (-2.31636, -0.30495, -2.36974)
H (2.62227, 0.40284, -0.95321)
H (-1.82431, 3.42286, -3.17700)
H (-0.03731, 5.80794, -3.18358)
H (-2.00785, 4.96754, -0.95262)
H (-2.03029, 6.55903, -1.82845)
H (0.29949, 5.41898, -0.11928)
H (0.32495, 7.01353, -0.99730)
H (2.31735, 5.19303, -2.11952)
H (5.31876, 5.39136, 0.23991)
H (3.74933, 5.87266, -0.40193)
H (6.14338, 7.31940, -0.80929)
H (4.70718, 7.49111, -1.82713)
H (6.69648, 6.89320, -3.11012)
H (5.45945, 5.76210, -3.19390)
H (7.63141, 5.42073, -1.29006)
H (7.71265, 4.76171, -2.92249)
H (6.47389, 3.44617, -0.79621)
H (6.07351, 3.13664, -2.48629)
C (1.79202, -2.14571, 1.71483)
C (0.66801, -1.34233, 2.37946)
C (1.18033, -0.64882, 3.64655)
C (-0.52020, -2.23630, 2.68830)
C (-0.36357, -3.28073, 3.59551)
C (-1.43388, -4.08320, 3.94528)
C (-2.66075, -3.88633, 3.33182)
C (-2.85999, -2.88317, 2.38799)
C (-4.23463, -2.79654, 1.73909)
C (-4.96468, -1.46813, 1.96911)
C (-4.19562, -3.14122, 0.24587)
C (-1.78297, -2.01895, 2.09708)
N (-1.96831, -0.86994, 1.29159)
C (-2.24109, 0.27684, 1.99885)
C (-2.32118, 0.36182, 3.40406)
C (-2.62596, 1.55197, 4.04315)
C (-2.89242, 2.70897, 3.32678)
C (-2.84140, 2.66184, 1.93978)
C (-2.50697, 1.47946, 1.33018)
F (-2.45215, 1.43836, -0.03968)
H (2.65764, -1.50316, 1.53392)
H (1.45779, -2.54426, 0.75618)
H (2.11147, -2.97512, 2.34974)
H (0.34851, -0.57506, 1.67490)
H (1.58242, -1.37394, 4.35708)
H (0.37818, -0.09825, 4.13890)
H (1.97778, 0.05390, 3.39619)
H (0.59921, -3.43969, 4.06735)
H (-1.31175, -4.86111, 4.68896)
H (-3.49638, -4.51951, 3.61094)
H (-4.83473, -3.57409, 2.22125)
H (-4.58352, -0.68139, 1.32084)
H (-4.86768, -1.13991, 3.00460)
H (-6.02570, -1.59829, 1.74824)
H (-3.58315, -2.43225, -0.31019)
H (-5.20263, -3.10954, -0.17233)
H (-3.78550, -4.14000, 0.08812)
H (-2.15062, -0.52919, 3.99325)
H (-2.66287, 1.57582, 5.12517)
H (-3.15267, 3.62868, 3.83196)
H (-3.07582, 3.52915, 1.33544)
C (-0.15523, -7.13590, 0.61800)
C (-1.37916, -6.30623, 0.24404)
N (-1.01906, -4.94249, -0.12305)
C (-0.83437, -4.40230, -1.32027)
S (-0.34323, -2.76152, -1.47716)
N (-0.94642, -5.07669, -2.46898)
C (-1.23094, -6.47396, -2.77264)
C (-2.72151, -6.73068, -2.97802)
H (-0.45643, -8.14459, 0.90261)
H (0.36320, -6.67631, 1.46008)
H (0.54190, -7.20404, -0.21883)
H (-2.04476, -6.23817, 1.09876)
H (-1.93562, -6.77215, -0.56534)
H (-0.81378, -4.31679, 0.64556)
H (-0.84288, -4.46486, -3.26300)
H (-0.82284, -7.11471, -1.99388)
H (-0.69557, -6.70504, -3.69346)
H (-3.29271, -6.47137, -2.08585)
H (-2.89641, -7.78165, -3.20951)
H (-3.09244, -6.12478, -3.80447)

## Properties
Charge ... +1
HOMO energy (spin up / spin down) ... -8.42 / -8.49 eV
E ... -111283.5885 eV
Max |F| ... 0.822 eV Å⁻¹
Spin multiplicity ... 4
Energy above the lowest of the compared OMol25 structures with the same formula, charge and spin ... 9.4 kcal/mol
⟨S²⟩ ... 3.759
Kohn-Sham gap (spin up / spin down) ... 5.3 / 5.3 eV